[1]
Computed, not measured: 2 unconnected molecules or ions with the total composition C16H31NO5P in a non-equilibrium geometry, with ωB97M-V with the def2-TZVPD basis set.

The energy above the lowest of the compared OMol25 structures with the same formula, charge and spin comes out at 40.71 kJ/mol. The strongest force on any atom comes out at 0.1441 Eh/bohr. The calculation puts the HOMO-LUMO gap at 7.98 eV.

Structure (ORCA input):
```
! wB97M-V def2-TZVPD RIJCOSX def2/J DEFGRID3
* xyz 1 1
C 1.4175 -2.8406 0.2277
O 2.6933 -3.1680 -0.2643
C 2.7254 -3.3236 -1.6592
C 2.3702 -2.0643 -2.4424
C 3.3221 -0.8906 -2.1903
C 3.0899 0.3173 -3.1408
C 1.6303 0.6311 -3.3353
C 1.0155 1.5979 -2.5382
C -0.3420 1.8478 -2.7146
C -1.0580 1.1432 -3.6463
N -0.4525 0.2296 -4.4174
C 0.8548 -0.0218 -4.2730
H 1.4091 -3.0385 1.2977
H 1.1661 -1.7823 0.0737
H 0.6153 -3.4296 -0.2354
H 3.6811 -3.7238 -1.9977
H 1.9848 -4.0926 -1.9333
H 2.3768 -2.2818 -3.5177
H 1.3393 -1.7812 -2.2090
H 4.3533 -1.2289 -2.2736
H 3.1217 -0.5120 -1.1850
H 3.5651 1.1833 -2.6791
H 3.5787 0.1765 -4.1070
H 1.5817 2.1415 -1.7941
H -0.8114 2.5952 -2.0920
H -2.1159 1.3023 -3.7957
H -0.9641 -0.3072 -5.1054
H 1.3196 -0.7807 -4.8861
O -1.5614 -0.1828 0.5199
P -1.1411 0.6681 1.6806
O -1.4882 -0.2852 2.9636
C -0.6267 -1.3902 3.2625
C 0.7385 -0.9528 3.7608
O -2.4194 1.7088 1.6419
C -3.3309 1.7638 0.5482
C -4.5067 0.8280 0.7527
O -0.2501 1.7466 2.4994
C -0.7934 2.7838 3.3502
C -1.7103 2.3297 4.4605
H -0.5287 -2.0230 2.3752
H -1.1307 -1.9750 4.0304
H 1.2996 -0.4336 2.9784
H 1.3251 -1.8159 4.0770
H 0.6428 -0.2637 4.5991
H -2.8217 1.5655 -0.3956
H -3.6944 2.7927 0.4979
H -4.1881 -0.1583 1.0888
H -5.0747 0.7115 -0.1716
H -5.1750 1.2180 1.5212
H -1.2677 3.5454 2.7348
H 0.0806 3.2584 3.7988
H -2.6273 1.8788 4.0888
H -1.9938 3.1894 5.0693
H -1.2241 1.5938 5.1007
*
```

=====

[2]
Computed, not measured: a molecular structure, C16H31NP2PtS in a non-equilibrium geometry, with ωB97M-V with the def2-TZVPD basis set.

The energy above the lowest of the compared OMol25 structures with the same formula, charge and spin comes out at 327.63 kJ/mol. As for the expectation value of S²: 6.066. The strongest force on any atom comes out at 0.0611 Eh/bohr. The calculation puts the HOMO-LUMO gap (alpha / beta) at 6.93 / 5.23 eV.

Structure (ORCA input):
```
! wB97M-V def2-TZVPD RIJCOSX def2/J DEFGRID3
* xyz 2 5
P -3.6541 -0.6866 -1.2434
P -0.3427 -1.5000 -2.7091
C -2.9548 -2.5710 -1.9141
C -1.5597 -2.9292 -2.4590
H -3.6780 -2.6406 -2.7396
H -3.2402 -3.3422 -1.1678
H -1.0086 -3.6126 -1.7762
H -1.6633 -3.4414 -3.4355
C 0.6577 -0.8229 -4.1577
H 1.7018 -0.6037 -3.8881
H 0.2548 0.1191 -4.5804
H 0.5899 -1.6359 -4.8931
C 1.0240 -2.2258 -1.7895
H 1.5446 -2.8503 -2.5174
H 0.6818 -2.8930 -1.0018
H 1.7708 -1.5486 -1.3931
C -4.4966 0.9260 -0.3283
H -4.2098 0.9916 0.7368
H -5.5975 0.8347 -0.3438
H -4.2477 1.9325 -0.7094
C -4.0696 -1.4455 0.4352
H -3.4969 -2.3611 0.5871
H -5.1481 -1.6503 0.4746
H -3.7773 -0.7568 1.2445
Pt -1.8451 0.3816 -2.1194
C -2.7731 -1.5472 -5.0047
C -2.2918 -0.2946 -4.8272
C -2.8797 0.8671 -5.5713
C -4.1858 1.3191 -4.9083
C -4.0535 0.9584 -3.4573
C -4.5661 -0.3214 -2.9312
C -5.0648 -1.4333 -3.9431
C -4.2219 -1.9244 -5.1258
C -1.4760 0.8409 0.0113
H -2.0908 -2.3560 -5.3095
H -1.2275 -0.1591 -4.7361
H -3.0701 0.6360 -6.6265
H -2.1604 1.6896 -5.5714
H -4.3082 2.4059 -5.0394
H -5.0637 0.9141 -5.4487
H -4.1617 1.8281 -2.7997
H -5.4745 -0.1753 -2.2982
H -5.9531 -0.9603 -4.3744
H -5.4345 -2.3109 -3.3796
H -4.2980 -3.0323 -5.2298
H -4.6380 -1.5413 -6.0835
H -0.5650 0.2669 0.2870
H -2.2692 0.7886 0.7933
H -1.1510 1.9053 -0.0944
S 1.8799 1.7891 -0.0478
C 0.9596 1.4039 -1.2816
N 0.1744 1.1802 -2.1749
*
```

=====

[3]
Computed, not measured: a molecular structure, C16H32BO12Ti in a non-equilibrium geometry, with ωB97M-V with the def2-TZVPD basis set.

The energy above the lowest of the compared OMol25 structures with the same formula, charge and spin comes out at 692.41 kJ/mol. As for the expectation value of S²: 3.750. The strongest force on any atom comes out at 0.0914 Eh/bohr. The calculation puts the HOMO-LUMO gap (alpha / beta) at 4.43 / 4.78 eV.

Structure (ORCA input):
```
! wB97M-V def2-TZVPD RIJCOSX def2/J DEFGRID3
* xyz 0 4
Ti 0.7861 -0.6628 -1.4560
O 0.2338 0.8238 5.0898
C 0.1020 1.3678 6.2099
O -0.9238 2.1320 6.6915
B -0.6183 2.6050 8.0172
O 0.6813 2.0110 8.3368
C 1.1326 1.2604 7.3503
O 2.1747 0.6133 7.2863
O -1.6225 2.2210 9.0649
C -1.9799 3.2352 9.7478
O -2.5687 3.2784 10.8402
C -1.2934 4.4693 9.1170
O -0.5776 4.0511 8.0973
O -1.4600 5.6586 9.4249
C 0.5192 6.5501 0.8931
C 1.1471 5.5750 -0.1346
C 2.6314 5.2843 0.1203
O 0.4158 4.3664 0.0971
H 0.8294 7.5659 0.6480
H 0.6984 6.3499 1.9494
H -0.5573 6.6606 0.7629
H 0.9763 5.8362 -1.1789
H 3.1663 6.2278 0.2290
H 3.0017 4.8370 -0.8022
H 2.7634 4.6312 0.9829
H -0.4664 4.6768 0.3136
C 0.6291 -7.5968 -0.4069
C 1.1551 -6.3415 0.0656
C 2.2678 -6.5913 1.0952
O 1.6469 -5.5247 -1.0571
H 1.2499 -8.2038 -1.0658
H -0.2405 -7.4534 -1.0482
H 0.2985 -8.2210 0.4233
H 0.2926 -5.8821 0.5485
H 2.8208 -5.6928 1.3688
H 3.0932 -7.2089 0.7411
H 1.8732 -6.9724 2.0371
H 2.1544 -6.1474 -1.5827
C -4.4067 -3.2913 -3.6134
C -4.9400 -2.3621 -2.5466
C -5.5019 -3.0468 -1.3092
O -3.9871 -1.4305 -2.1508
H -3.8551 -2.6828 -4.3301
H -5.2047 -3.7734 -4.1781
H -3.7961 -4.1153 -3.2445
H -5.7606 -1.7757 -2.9601
H -5.9138 -2.2697 -0.6653
H -4.7547 -3.5812 -0.7225
H -6.3575 -3.7007 -1.4780
H -4.3447 -0.8668 -1.4609
C 1.8350 0.0751 -7.0111
C 3.0001 0.8647 -6.6006
C 2.8752 2.3492 -6.8716
O 3.3563 0.7840 -5.2449
H 2.0263 -0.9523 -6.7012
H 1.5842 0.0015 -8.0693
H 0.9784 0.4826 -6.4742
H 3.8444 0.4222 -7.1292
H 3.8050 2.8846 -6.6791
H 2.1716 2.8604 -6.2146
H 2.5999 2.6175 -7.8916
H 4.3137 0.7177 -5.2708
*
```

=====

[4]
Computed, not measured: 8 unconnected molecules or ions with the total composition C16H32Br16 in a non-equilibrium geometry, with ωB97M-V with the def2-TZVPD basis set.

The energy above the lowest of the compared OMol25 structures with the same formula, charge and spin comes out at 19.54 kJ/mol. As for the expectation value of S²: 0.754. The strongest force on any atom comes out at 0.0819 Eh/bohr. The calculation puts the HOMO-LUMO gap (alpha / beta) at 1.74 / 7.27 eV.

Structure (ORCA input):
```
! wB97M-V def2-TZVPD RIJCOSX def2/J DEFGRID3
* xyz -1 2
Br -1.2518 -7.5337 -1.2483
C -2.0663 -5.8026 -1.7613
C -2.7146 -5.1056 -0.5568
Br -3.4247 -3.3091 -1.0783
H -2.8357 -5.9652 -2.5160
H -1.2623 -5.1760 -2.1472
H -2.0832 -5.0585 0.3304
H -3.5721 -5.7023 -0.2459
Br 3.7955 -7.6301 0.1056
C 2.2127 -6.3840 0.2255
C 2.4930 -4.9779 -0.3792
Br 0.8897 -3.9124 0.0069
H 1.8933 -6.2837 1.2628
H 1.3528 -6.8225 -0.2808
H 2.5693 -5.0801 -1.4617
H 3.4010 -4.4305 -0.1259
Br -0.0580 1.5040 6.6437
C 0.7658 1.8762 4.8577
C 1.7731 0.7975 4.4621
Br 2.4064 0.9283 2.5587
H 1.2857 2.8341 4.8710
H -0.1244 2.0001 4.2410
H 1.3792 -0.1950 4.6805
H 2.5614 0.8201 5.2145
Br -2.6286 3.1683 2.8701
C -2.7398 5.1760 2.3742
C -3.6407 5.8884 3.3965
Br -3.8963 7.7904 2.8409
H -3.1347 5.3315 1.3702
H -1.7048 5.5173 2.3875
H -3.0457 5.8825 4.3098
H -4.6141 5.4038 3.4727
Br 0.6781 4.8797 0.9773
C -0.0347 4.9707 -0.9007
C -0.7957 3.6789 -1.3132
Br -1.5751 3.9567 -3.0890
H 0.8139 5.0640 -1.5784
H -0.6410 5.8675 -1.0281
H -1.5855 3.4414 -0.6005
H -0.1483 2.8089 -1.4238
Br 3.0089 3.6454 -2.6069
C 3.9140 1.8942 -2.2504
C 3.5479 1.3567 -0.8512
Br 1.7601 0.6298 -0.7966
H 4.9892 1.9414 -2.4229
H 3.6536 1.2076 -3.0560
H 3.7044 2.1792 -0.1532
H 4.0715 0.4391 -0.5829
Br -1.3071 -0.7909 3.0491
C -1.1821 0.2323 1.3635
C -1.6822 -0.7584 0.3399
Br -1.8020 -0.1114 -1.4745
H -0.1119 0.4207 1.2790
H -1.7183 1.1749 1.2536
H -2.6721 -1.1722 0.5318
H -0.9800 -1.5919 0.3181
Br 0.3153 1.0361 -4.4475
C 0.4112 -0.9132 -5.0637
C 0.1598 -1.8341 -3.8500
Br 0.2440 -3.7105 -4.3218
H 1.3046 -1.1524 -5.6404
H -0.3887 -1.0976 -5.7808
H -0.8321 -1.5498 -3.4986
H 0.8993 -1.6919 -3.0621
*
```

=====

Question: Among the records above, which one has the lowest strongest force on any atom?
Answer: C16H31NP2PtS

=====

Copy entry 2 word for word.
Computed, not measured: a molecular structure, C16H31NP2PtS in a non-equilibrium geometry, with ωB97M-V with the def2-TZVPD basis set.

The energy above the lowest of the compared OMol25 structures with the same formula, charge and spin comes out at 327.63 kJ/mol. As for the expectation value of S²: 6.066. The strongest force on any atom comes out at 0.0611 Eh/bohr. The calculation puts the HOMO-LUMO gap (alpha / beta) at 6.93 / 5.23 eV.

Structure (ORCA input):
```
! wB97M-V def2-TZVPD RIJCOSX def2/J DEFGRID3
* xyz 2 5
P -3.6541 -0.6866 -1.2434
P -0.3427 -1.5000 -2.7091
C -2.9548 -2.5710 -1.9141
C -1.5597 -2.9292 -2.4590
H -3.6780 -2.6406 -2.7396
H -3.2402 -3.3422 -1.1678
H -1.0086 -3.6126 -1.7762
H -1.6633 -3.4414 -3.4355
C 0.6577 -0.8229 -4.1577
H 1.7018 -0.6037 -3.8881
H 0.2548 0.1191 -4.5804
H 0.5899 -1.6359 -4.8931
C 1.0240 -2.2258 -1.7895
H 1.5446 -2.8503 -2.5174
H 0.6818 -2.8930 -1.0018
H 1.7708 -1.5486 -1.3931
C -4.4966 0.9260 -0.3283
H -4.2098 0.9916 0.7368
H -5.5975 0.8347 -0.3438
H -4.2477 1.9325 -0.7094
C -4.0696 -1.4455 0.4352
H -3.4969 -2.3611 0.5871
H -5.1481 -1.6503 0.4746
H -3.7773 -0.7568 1.2445
Pt -1.8451 0.3816 -2.1194
C -2.7731 -1.5472 -5.0047
C -2.2918 -0.2946 -4.8272
C -2.8797 0.8671 -5.5713
C -4.1858 1.3191 -4.9083
C -4.0535 0.9584 -3.4573
C -4.5661 -0.3214 -2.9312
C -5.0648 -1.4333 -3.9431
C -4.2219 -1.9244 -5.1258
C -1.4760 0.8409 0.0113
H -2.0908 -2.3560 -5.3095
H -1.2275 -0.1591 -4.7361
H -3.0701 0.6360 -6.6265
H -2.1604 1.6896 -5.5714
H -4.3082 2.4059 -5.0394
H -5.0637 0.9141 -5.4487
H -4.1617 1.8281 -2.7997
H -5.4745 -0.1753 -2.2982
H -5.9531 -0.9603 -4.3744
H -5.4345 -2.3109 -3.3796
H -4.2980 -3.0323 -5.2298
H -4.6380 -1.5413 -6.0835
H -0.5650 0.2669 0.2870
H -2.2692 0.7886 0.7933
H -1.1510 1.9053 -0.0944
S 1.8799 1.7891 -0.0478
C 0.9596 1.4039 -1.2816
N 0.1744 1.1802 -2.1749
*
```

=====

Question: strongest force on any atom of number 1 (C16H31NO5P)?
Answer: 0.1441 Eh/bohr